This record from OMol25 describes a cluster of 9 separate species, C27H38F8NO25P2 in total in a non-equilibrium geometry. The level of theory is the ωB97M-V functional and the def2-TZVPD basis.

```
101
Properties=species:S:1:pos:R:3:forces:R:3:lowdin_charge:R:1
H -3.041322 2.286019 -3.794413 0.1 0.1 0.1 0.14
F -2.975168 0.220403 1.540616 0.0 0.3 -0.1 0.07
C 8.813269 -1.319236 1.554235 0.2 -0.3 -0.3 -0.55
C 4.091170 -2.296889 4.272622 0.0 -0.5 0.1 -0.31
F 2.127153 -4.721410 -1.307366 0.3 -0.2 -0.4 0.06
H -0.938887 -3.042293 1.491430 0.0 -0.1 0.3 -0.03
C 5.177970 -3.421541 -1.786028 0.0 0.2 0.0 -0.56
O -4.018237 2.224013 1.582576 0.3 0.1 0.1 0.13
P 0.181975 -4.949705 2.848938 -1.2 2.4 1.6 0.49
O -1.804194 6.614190 3.132627 0.3 0.0 -0.4 0.15
H -2.514283 1.254714 4.251444 -0.1 0.2 0.0 0.15
O -5.475473 -1.221880 -6.683778 0.0 -0.2 0.1 0.07
C -2.976181 1.436245 2.138540 0.1 -0.4 -0.3 -0.31
F 6.164328 0.158027 3.001143 0.2 0.0 -0.1 0.06
C 0.763802 6.980757 -2.945698 -0.5 -0.2 -0.1 -0.31
H -4.417608 -2.925302 -7.193195 0.0 -0.1 0.2 0.15
C 2.887833 -1.716484 4.966108 -0.3 0.2 0.4 -0.05
C -2.017534 5.460546 2.444147 -0.1 -0.2 -0.2 -0.53
C -3.369481 1.354624 3.587020 0.2 -0.1 0.5 -0.04
P -0.471397 -4.228955 0.815972 0.0 -0.3 -1.5 0.21
O 2.156865 5.746240 -1.627228 -0.2 0.3 -0.1 0.09
O -1.056583 2.320386 -3.155542 -0.1 -0.1 0.0 0.06
H -3.269770 7.448091 0.930108 0.0 0.1 0.2 0.15
O -2.190672 5.698757 1.124629 0.1 0.2 0.2 0.09
O -4.775746 -1.870014 -4.656440 -0.6 -0.1 -0.3 0.13
C 1.707400 5.810244 -2.983346 0.4 -0.3 -0.3 -0.05
H -4.066264 0.535640 3.777578 0.0 0.0 -0.2 0.15
H 3.070068 -2.825738 -0.039417 -0.2 -0.1 -0.1 0.12
C -4.457074 3.035811 2.574887 -0.1 0.3 0.2 -0.59
C -0.395472 1.452542 -2.344863 0.3 -0.2 0.1 -0.56
C -2.096010 -2.537242 -0.630167 -0.6 -0.5 -0.8 -0.34
O -4.910956 0.323966 -5.156345 0.1 0.2 0.0 0.17
O 0.247844 6.916029 -1.625102 0.4 0.2 -0.1 0.12
O 0.638439 1.696105 -1.822615 0.2 0.1 0.0 0.18
H -3.665950 -1.834236 1.809096 0.2 -0.3 -0.3 0.04
H -3.750863 -3.938908 -0.493465 0.0 0.0 0.2 0.09
C 7.296737 0.163289 2.240014 -0.3 -0.3 0.2 -0.30
H -2.953918 -3.452082 2.003451 0.1 0.1 -0.2 0.03
H -1.695638 -1.669677 -0.096581 0.1 -0.3 0.2 0.09
H -3.032233 0.823130 -1.843563 0.0 -0.2 0.0 0.18
H -4.668122 -3.274245 1.676293 0.2 0.1 0.1 0.06
F 4.595159 -3.366153 4.949279 0.1 0.1 -0.1 0.07
C -3.508300 -2.947192 -0.098379 0.8 1.1 0.5 -0.25
H -4.223577 -2.222610 -0.527087 0.0 -0.3 0.0 0.09
H -1.575249 -4.356019 -1.270948 0.2 -0.3 0.1 0.04
H 0.070210 -5.456565 0.201540 -0.1 -0.2 0.0 -0.07
H -1.746236 7.403920 0.019644 0.1 -0.2 0.0 0.13
C -1.492819 7.600523 2.160205 -0.2 0.3 0.4 -0.31
C -5.360714 -2.645714 -6.719697 -0.2 -0.1 -0.5 -0.06
O 2.113390 -1.233154 3.868681 0.4 -0.1 0.1 0.08
O -0.362911 -3.991422 3.938853 0.7 -1.0 -0.7 -0.64
H 0.830501 -3.626244 0.605952 0.1 0.0 0.2 -0.08
C 1.218517 6.341981 -0.859080 0.2 -0.4 0.3 -0.54
H -0.311514 -6.256869 3.157124 0.7 -0.2 -0.2 -0.06
H 4.891487 -1.580232 4.079679 0.1 -0.1 0.1 0.15
C 3.453937 -4.661895 -1.091463 -0.6 0.0 -0.1 -0.32
H -0.410326 7.657139 2.031403 0.0 0.1 0.1 0.16
H 3.142980 -0.907014 5.648104 -0.1 0.1 -0.2 0.14
C -5.385044 -2.999418 -5.258967 0.5 -0.3 0.3 -0.31
C -3.670988 -2.862942 1.431776 -0.9 -0.6 0.0 -0.14
H 6.839334 0.681046 0.182607 0.2 -0.1 -0.1 0.14
O 4.114719 -4.134003 -2.240950 0.3 -0.2 0.3 0.13
O 3.554460 -2.737597 3.043546 0.3 0.3 0.2 0.10
H -6.183196 -3.090292 -7.276606 -0.1 0.2 0.0 0.14
C 7.022208 -0.194045 0.802610 -0.3 0.1 -0.5 -0.05
H -2.017504 1.924546 1.960242 0.0 -0.1 -0.1 0.17
H 2.320051 -2.475912 5.508953 0.1 -0.1 -0.1 0.15
C 3.777884 -3.649458 -0.042783 0.0 0.2 0.7 -0.06
F -2.887817 -0.576254 -3.266647 0.2 0.0 0.1 0.07
H 1.612325 -4.871439 2.946507 0.0 -0.9 0.0 -0.06
O -4.031535 2.609911 3.784215 -0.2 -0.3 -0.2 0.06
H 3.822649 -4.078223 0.952558 0.2 0.1 0.0 0.13
O -2.037293 4.379246 2.921607 0.1 -0.3 0.3 0.19
H -1.929524 1.225768 -4.681146 0.0 -0.2 0.1 0.14
O 8.144577 -0.890161 2.662275 0.0 0.5 -0.1 0.13
O 1.982821 -1.834266 1.709282 0.1 0.3 -0.1 0.16
H 7.808498 1.118969 2.375148 -0.1 0.0 0.1 0.17
C 2.491489 -1.925628 2.769217 -0.7 0.1 -0.1 -0.56
F -4.637257 -4.098992 -5.000969 -0.1 0.1 0.0 0.08
O 9.781998 -1.995869 1.580803 0.1 -0.2 0.1 0.18
O -5.126085 4.000512 2.400506 -0.2 0.1 0.0 0.16
N -1.116997 -3.621658 -0.746883 0.0 0.7 0.4 -0.28
H -1.722427 -4.962316 1.040319 -0.2 -0.2 0.6 -0.05
H 6.182598 -0.884925 0.693931 0.0 0.0 0.2 0.14
H -2.272961 -2.180663 -1.651013 0.1 0.0 0.0 0.07
H 2.542022 5.962402 -3.664441 0.1 0.0 0.2 0.14
H 1.199492 4.879532 -3.244743 -0.2 0.1 0.0 0.15
F -0.257130 6.832201 -3.827358 0.1 0.1 0.1 0.08
O -1.075344 0.284649 -2.210901 -0.3 0.7 -0.1 0.14
O 1.244276 6.366576 0.324297 -0.2 0.1 0.2 0.18
O 5.071805 -3.177039 -0.458983 0.0 -0.2 -0.3 0.06
O 6.084765 -3.059581 -2.461885 0.1 0.1 -0.1 0.16
F -1.967296 8.807733 2.578834 0.1 -0.1 0.1 0.06
O 8.234752 -0.851582 0.423342 -0.1 0.1 0.4 0.08
C -2.230689 7.111908 0.948859 -0.1 0.1 -0.7 -0.06
C -5.038634 -0.811772 -5.465936 0.2 0.3 0.1 -0.55
C -2.182597 1.625756 -3.697543 -0.2 0.5 -0.3 -0.06
H -6.386322 -3.136293 -4.843916 0.1 -0.1 0.1 0.18
H 3.834677 -5.666131 -0.884677 -0.1 0.0 -0.1 0.17
H 1.239452 7.951523 -3.103669 -0.1 0.0 -0.1 0.17
C -2.394570 0.537775 -2.683550 0.0 -0.5 -0.1 -0.31
```
Positions in Å, forces in eV/Å.

For the lowest unoccupied orbital energy, the calculation gives 1.7013 eV. The HOMO energy is -3.82 eV. Its total energy is -121609.6328 eV. The net charge is -1. Its frontier orbital gap is 5.52 eV.